C16H35AlBFIN4O6 as an isolated structure at a distorted geometry. Source: the OMol25 dataset; level of theory: ωB97M-V/def2-TZVPD.

Geometry (Å):
C: 1.606 -2.262 1.147
C: 0.937 -1.739 -0.217
B: 1.164 -0.144 -0.519
O: 1.331 0.254 -1.915
Al: 1.153 1.203 1.065
C: -0.734 2.006 1.157
C: -1.401 2.325 -0.268
C: -2.554 1.223 -0.538
I: -2.447 4.272 -0.018
C: 2.618 2.640 0.987
O: 2.256 3.862 1.032
N: 4.100 2.408 0.910
C: 4.578 2.185 -0.438
O: 5.185 1.108 -0.671
F: 4.424 3.116 -1.495
H: 2.729 -2.078 1.101
H: 1.105 -1.756 2.045
H: 1.422 -3.396 1.221
H: 1.401 -2.328 -1.086
H: -0.194 -1.951 -0.130
H: 0.440 0.300 -2.335
H: 1.365 0.417 2.464
H: -0.678 2.960 1.805
H: -1.407 1.224 1.672
H: -0.678 2.344 -1.145
H: -2.014 0.212 -0.677
H: -3.172 1.431 -1.472
H: -3.207 1.083 0.402
H: 4.418 1.632 1.502
C: 1.383 0.596 4.927
O: 1.444 -0.264 4.072
N: 2.408 0.958 5.756
C: 2.261 1.997 6.754
C: 3.683 0.281 5.630
H: 0.460 1.171 5.103
H: 2.984 2.792 6.552
H: 2.454 1.572 7.743
H: 1.254 2.417 6.735
H: 4.067 0.424 4.618
H: 3.539 -0.789 5.802
H: 4.399 0.675 6.353
C: -0.531 -0.930 -5.195
O: -1.443 -0.306 -4.686
N: 0.330 -0.442 -6.132
C: 1.394 -1.248 -6.693
C: 0.175 0.928 -6.580
H: -0.327 -1.978 -4.924
H: 2.354 -0.771 -6.478
H: 1.256 -1.319 -7.775
H: 1.392 -2.252 -6.265
H: 0.272 1.598 -5.723
H: -0.821 1.053 -7.012
H: 0.932 1.174 -7.326
C: -3.840 -1.868 0.782
O: -2.657 -2.125 0.692
N: -4.827 -2.422 0.020
C: -6.221 -2.065 0.187
C: -4.468 -3.398 -0.990
H: -4.218 -1.140 1.518
H: -6.790 -2.962 0.447
H: -6.599 -1.652 -0.752
H: -6.342 -1.324 0.978
H: -3.967 -4.242 -0.510
H: -3.777 -2.940 -1.701
H: -5.357 -3.749 -1.515

Forces on atoms 1 to 2 (eV/Å):
C -0.7 -0.3 -0.4
C 0.1 -0.4 0.1

* highest occupied orbital energy: -3.91 eV
* lowest unoccupied orbital energy: 0.08932 hartree
* charge: -1
* orbital gap: 6.3 eV